1.
{
  "formula": "C44H52NO24",
  "method": "ωB97M-V/def2-TZVPD",
  "e_above_lowest_ev": 0.0000,
  "orbital_gap_ev": 6.01,
  "homo_energy_ev": -10.5761,
  "mol_weight_g_mol": 978.88,
  "energy_ha": -3567.36224,
  "total_charge": 1,
  "symbols": ["C", "N", "C", "C", "C", "C", "O", "H", "H", "H", "H", "H", "H", "H", "H", "H", "H", "H", "H", "H", "H", "C", "C", "C", "O", "C", "C", "C", "O", "O", "O", "H", "H", "H", "H", "C", "C", "C", "O", "C", "C", "C", "O", "O", "O", "H", "H", "H", "H", "C", "C", "C", "O", "C", "C", "C", "O", "O", "O", "H", "H", "H", "H", "C", "C", "C", "O", "C", "C", "C", "O", "O", "O", "H", "H", "H", "H", "C", "C", "C", "O", "C", "C", "C", "O", "O", "O", "H", "H", "H", "H", "C", "C", "O", "C", "H", "H", "H", "H", "H", "H", "C", "C", "O", "C", "H", "H", "H", "H", "H", "H", "C", "C", "O", "C", "H", "H", "H", "H", "H", "H"],
  "positions_angstrom": [[-1.289, 2.153, 0.509], [-0.898, 1.657, -0.906], [-0.195, 0.394, -0.805], [-2.214, 1.634, -1.671], [-0.058, 2.751, -1.581], [0.338, 2.476, -3.060], [1.344, 3.300, -3.471], [-2.006, 1.418, 0.794], [-2.050, 3.005, 0.410], [-0.367, 2.161, 1.072], [0.539, 0.346, 0.090], [0.360, 0.034, -1.687], [-0.923, -0.404, -0.577], [-1.982, 1.401, -2.700], [-2.891, 2.588, -1.887], [-2.843, 0.801, -1.252], [0.854, 3.023, -1.062], [-0.661, 3.561, -1.534], [-0.594, 2.560, -3.513], [0.910, 1.504, -3.167], [1.634, 3.032, -4.400], [4.011, -1.155, -3.347], [5.206, -1.548, -2.555], [5.022, -2.387, -1.411], [6.048, -2.924, -0.738], [3.728, -2.713, -0.886], [2.462, -2.236, -1.678], [2.645, -1.547, -2.937], [1.686, -1.108, -3.678], [1.204, -2.460, -1.235], [6.396, -1.179, -2.955], [4.233, -0.475, -4.225], [3.470, -3.399, -0.094], [1.332, -2.906, -0.506], [7.105, -1.248, -2.183], [-1.418, -2.205, -3.809], [-2.250, -3.532, -3.529], [-3.689, -3.440, -3.833], [-4.335, -4.460, -3.555], [-4.306, -2.289, -4.464], [-3.395, -1.026, -4.616], [-1.930, -1.006, -4.310], [-1.222, -0.033, -4.419], [-3.871, 0.173, -5.175], [-1.762, -4.754, -3.013], [-0.382, -2.087, -3.762], [-5.306, -2.266, -4.760], [-4.811, 0.328, -5.189], [-2.538, -5.296, -2.868], [-5.332, -2.797, -0.494], [-6.336, -3.690, 0.045], [-5.893, -4.604, 1.079], [-6.697, -5.424, 1.581], [-4.491, -4.539, 1.421], [-3.446, -3.580, 0.832], [-3.967, -2.612, -0.183], [-3.237, -1.699, -0.527], [-2.061, -3.779, 0.949], [-7.635, -3.685, -0.348], [-5.708, -2.126, -1.171], [-4.166, -5.401, 2.085], [-1.846, -4.636, 1.307], [-7.749, -4.452, 0.110], [2.191, -1.620, 2.358], [0.752, -2.107, 2.652], [0.316, -3.182, 3.515], [-0.822, -3.444, 3.745], [1.450, -3.932, 4.062], [2.961, -3.689, 3.590], [3.249, -2.362, 2.947], [4.419, -2.102, 2.770], [3.886, -4.663, 3.611], [-0.307, -1.357, 2.164], [2.310, -0.668, 1.856], [1.196, -4.738, 4.628], [3.739, -5.303, 4.302], [-1.000, -2.071, 2.193], [3.987, 1.127, 4.708], [3.568, 2.020, 3.526], [2.113, 2.085, 3.203], [1.769, 2.723, 2.255], [1.155, 1.302, 3.912], [1.676, 0.384, 5.087], [3.119, 0.388, 5.571], [3.518, -0.114, 6.625], [0.961, -0.652, 5.691], [4.326, 2.810, 2.828], [5.055, 1.305, 4.975], [-0.006, 1.069, 3.651], [-0.021, -0.723, 5.345], [3.635, 3.236, 2.281], [1.606, 5.613, 1.755], [2.701, 5.270, 0.685], [3.797, 4.848, 0.919], [2.340, 5.725, -0.827], [0.684, 5.170, 1.186], [1.833, 6.689, 1.656], [1.691, 5.406, 2.806], [1.283, 5.568, -1.095], [2.905, 5.080, -1.430], [2.854, 6.612, -1.091], [4.601, 2.335, -1.749], [4.265, 1.560, -0.420], [3.038, 1.410, -0.098], [5.369, 0.752, 0.202], [4.970, 1.705, -2.441], [5.391, 3.011, -1.349], [3.744, 2.907, -2.242], [5.737, 1.386, 0.996], [6.116, 0.291, -0.479], [5.085, -0.093, 0.779], [-5.845, 3.868, 0.595], [-5.484, 2.448, 0.865], [-4.394, 2.157, 1.189], [-6.575, 1.363, 0.761], [-5.940, 3.893, -0.527], [-5.288, 4.589, 0.833], [-6.802, 4.228, 1.197], [-6.860, 1.006, 1.948], [-6.165, 0.569, 0.165], [-7.631, 1.719, 0.604]],
  "mulliken_charge": [-0.68, 1.20, 1.38, -0.55, -0.95, -0.19, -0.59, 0.42, 0.27, -0.07, -0.67, -0.73, -0.07, 0.07, 0.19, 0.13, 0.08, 0.89, 0.39, 0.05, 0.44, -0.62, 0.26, 0.44, -0.66, -0.74, 0.23, 0.65, -0.57, 0.01, -0.57, 0.39, 0.56, 0.07, 0.44, -0.48, -0.06, 1.15, -0.70, -1.11, 0.42, 0.60, -0.61, -0.48, -0.55, 0.63, 0.48, 0.34, 0.37, -1.13, -0.21, 0.98, -0.61, -0.51, 0.71, 0.30, -0.42, -0.24, -0.51, 0.82, 0.29, 0.20, 0.33, 0.73, -0.44, 0.92, -0.61, -0.99, 0.16, 0.14, -0.59, -0.40, -0.21, 0.38, 0.59, 0.38, -0.04, -0.82, 0.34, 0.78, -0.12, -0.24, 0.42, 0.30, -0.59, -0.50, -0.62, 0.41, 0.00, 0.40, 0.22, -0.88, 0.83, -0.61, -1.05, 0.09, 0.41, 0.28, 0.28, 0.20, 0.46, -1.24, 1.06, -0.08, -1.43, 0.52, 0.41, -0.07, 0.53, 0.26, 0.13, -1.34, 0.77, -0.43, -0.81, 0.26, 0.52, 0.32, 0.29, 0.08, 0.36]
}

=====

2.
{
  "formula": "C44H53AsGaGe2OPS2",
  "method": "ωB97M-V/def2-TZVPD",
  "e_above_lowest_ev": 0.0000,
  "orbital_gap_ev": 6.09,
  "homo_energy_ev": -12.2318,
  "mol_weight_g_mol": 982.88,
  "energy_ha": -11235.30058,
  "total_charge": 2,
  "symbols": ["Ga", "C", "C", "Ge", "C", "C", "C", "C", "Ge", "C", "C", "C", "C", "C", "C", "C", "C", "C", "C", "H", "H", "H", "H", "H", "H", "H", "H", "H", "H", "H", "H", "H", "H", "H", "H", "H", "H", "H", "H", "H", "H", "H", "H", "H", "H", "C", "O", "C", "S", "S", "H", "H", "H", "C", "C", "As", "C", "C", "C", "C", "C", "C", "C", "C", "C", "C", "C", "C", "P", "C", "C", "C", "C", "C", "C", "C", "C", "C", "C", "C", "C", "H", "H", "H", "H", "H", "H", "H", "H", "H", "H", "H", "H", "H", "H", "H", "H", "H", "H", "H", "H", "H", "H", "H", "H"],
  "positions_angstrom": [[-0.528, 0.457, -0.662], [4.134, 1.095, -1.906], [2.633, 1.156, -2.187], [1.550, 1.773, -0.666], [2.104, 0.976, 1.062], [3.318, 1.687, 1.668], [1.665, 3.701, -0.524], [0.999, 4.788, -0.115], [-0.920, 4.890, 0.314], [-1.967, 5.058, -1.346], [-1.402, 6.039, -2.373], [-1.539, 5.736, 1.973], [-0.981, 7.098, 2.380], [1.679, 6.112, -0.085], [0.951, 7.277, -0.310], [1.561, 8.521, -0.325], [2.925, 8.619, -0.097], [3.665, 7.470, 0.151], [3.050, 6.230, 0.158], [4.669, 0.667, -2.753], [4.359, 0.477, -1.035], [4.553, 2.087, -1.729], [2.263, 0.165, -2.467], [2.425, 1.816, -3.031], [2.322, -0.082, 0.884], [1.266, 1.020, 1.765], [4.179, 1.663, 1.002], [3.616, 1.219, 2.606], [3.088, 2.732, 1.882], [2.691, 3.910, -0.841], [-2.992, 5.324, -1.082], [-1.993, 4.054, -1.783], [-1.466, 7.071, -2.032], [-1.972, 5.973, -3.299], [-0.359, 5.826, -2.609], [-1.335, 5.001, 2.754], [-2.627, 5.784, 1.871], [0.107, 7.099, 2.424], [-1.356, 7.360, 3.369], [-1.290, 7.888, 1.696], [-0.120, 7.234, -0.503], [0.974, 9.409, -0.513], [3.408, 9.585, -0.103], [4.725, 7.542, 0.350], [3.641, 5.355, 0.391], [-4.937, 2.850, -0.620], [-3.712, 3.101, 0.123], [-2.763, 2.226, 0.133], [-2.867, 0.733, -0.670], [-1.329, 2.612, 0.991], [-5.563, 3.711, -0.417], [-5.400, 1.936, -0.251], [-4.700, 2.772, -1.680], [0.892, -2.758, 0.187], [0.723, -4.139, 0.811], [2.082, -5.378, 0.039], [1.226, -7.045, 0.570], [0.525, -7.167, 1.764], [-0.022, -8.389, 2.134], [0.132, -9.496, 1.316], [0.841, -9.383, 0.128], [1.389, -8.165, -0.241], [1.352, -5.236, -1.771], [0.041, -5.599, -2.075], [-0.457, -5.412, -3.354], [0.347, -4.858, -4.343], [1.653, -4.497, -4.050], [2.153, -4.687, -2.767], [-0.563, -1.694, 0.430], [-0.840, -1.407, 2.184], [-2.091, -0.992, 2.646], [-2.266, -0.694, 3.987], [-1.198, -0.794, 4.868], [0.050, -1.191, 4.410], [0.234, -1.494, 3.071], [-1.952, -2.559, -0.315], [-2.094, -2.454, -1.698], [-3.105, -3.138, -2.350], [-3.979, -3.931, -1.619], [-3.834, -4.050, -0.243], [-2.822, -3.368, 0.413], [0.988, -2.837, -0.904], [1.790, -2.248, 0.545], [-0.259, -4.555, 0.579], [0.834, -4.097, 1.894], [0.402, -6.318, 2.426], [-0.563, -8.475, 3.067], [-0.294, -10.447, 1.604], [0.972, -10.246, -0.509], [1.939, -8.091, -1.173], [-0.585, -6.058, -1.317], [-1.470, -5.717, -3.587], [-0.038, -4.730, -5.345], [2.289, -4.087, -4.823], [3.181, -4.420, -2.547], [-2.930, -0.920, 1.966], [-3.240, -0.392, 4.348], [-1.341, -0.569, 5.915], [0.882, -1.271, 5.097], [1.211, -1.808, 2.728], [-1.392, -1.866, -2.289], [-3.204, -3.061, -3.424], [-4.772, -4.465, -2.124], [-4.508, -4.680, 0.320], [-2.708, -3.473, 1.484]],
  "mulliken_charge": [0.53, -1.22, -0.46, -0.68, 0.21, -1.42, -0.69, 1.04, 0.27, -0.18, -1.38, -0.52, -1.26, 0.29, 0.31, -1.26, -0.50, -0.92, -0.39, 0.43, 0.30, 0.32, 0.44, 0.40, 0.17, 0.37, 0.30, 0.44, 0.31, 0.53, 0.41, 0.26, 0.39, 0.45, 0.33, 0.45, 0.38, 0.32, 0.44, 0.32, 0.15, 0.44, 0.42, 0.44, 0.40, -0.94, -0.15, 0.43, -0.17, -0.14, 0.28, 0.44, 0.42, -1.03, -1.11, 0.25, 0.30, -0.09, -0.70, -0.45, -0.64, -0.35, -0.13, 0.16, -0.83, -0.53, -0.66, -0.29, 0.26, 0.76, -0.27, -0.94, -0.65, -0.88, -0.33, 0.65, -0.17, -1.07, -0.70, -0.87, -0.40, 0.47, 0.59, 0.59, 0.61, 0.30, 0.40, 0.40, 0.39, 0.41, 0.45, 0.51, 0.45, 0.47, 0.41, 0.54, 0.49, 0.45, 0.49, 0.34, 0.41, 0.53, 0.47, 0.50, 0.54]
}